# 1
Formula: C19H29CrN5O8S
Source: the Open Molecules 2025 dataset
Level of theory: the ωB97M-V functional and the def2-TZVPD basis

Cartesian coordinates (Å):
Cr 0.162 -0.336 -0.475
O 0.941 -2.161 -1.688
C 1.181 -1.689 -3.014
C 2.081 -0.482 -2.926
N 1.450 0.517 -2.044
C 2.468 1.258 -1.269
C 2.792 0.547 0.036
O 3.772 0.816 0.694
O 1.895 -0.335 0.377
C 0.579 1.464 -2.769
C -0.279 2.151 -1.714
O -0.533 3.325 -1.704
O -0.695 1.304 -0.789
H 1.726 -2.606 -1.345
H 0.196 -1.431 -3.409
H 1.602 -2.476 -3.643
H 2.303 -0.052 -3.908
H 3.032 -0.773 -2.473
H 2.067 2.237 -1.002
H 3.376 1.427 -1.855
H -0.073 0.908 -3.446
H 1.158 2.194 -3.340
N 1.789 -0.092 5.335
C 1.936 0.089 3.808
C 0.948 -0.866 3.137
C -0.440 -0.304 2.794
N -0.793 -0.560 1.373
C -0.634 1.143 3.230
C 0.509 2.112 2.963
N 0.670 2.344 1.538
C 1.847 1.590 3.520
H 1.895 -1.075 5.603
H 0.864 0.219 5.649
H 2.487 0.460 5.841
H 2.951 -0.258 3.616
H 0.830 -1.746 3.775
H 1.439 -1.221 2.233
H -1.174 -0.885 3.364
H -1.683 -0.096 1.165
H -0.997 -1.562 1.291
H -0.808 1.122 4.315
H -1.567 1.536 2.820
H 0.262 3.036 3.505
H 1.267 3.151 1.385
H -0.206 2.550 1.069
H 2.110 2.134 4.433
H 2.640 1.815 2.808
O -1.052 -3.160 0.003
C -1.771 -2.535 -0.763
N -1.503 -1.249 -1.175
S -2.872 -0.502 -1.729
O -2.601 0.131 -2.985
O -3.436 0.271 -0.655
C -3.770 -1.998 -1.915
C -5.008 -2.179 -2.498
C -5.525 -3.469 -2.471
C -4.827 -4.517 -1.875
C -3.586 -4.306 -1.287
C -3.067 -3.024 -1.323
H -5.546 -1.364 -2.959
H -6.489 -3.663 -2.921
H -5.259 -5.507 -1.873
H -3.032 -5.109 -0.822

Cartesian forces, eV/Å:
0.6005 -0.1630 -0.7313
0.1267 -0.1722 0.3109
-0.0597 -0.0262 -0.1738
0.0797 0.0238 -0.0763
-0.1712 0.0736 0.0933
0.1339 0.1614 -0.0739
0.0045 -0.0746 0.0935
0.0537 0.0938 0.0123
-0.0534 -0.0366 0.0551
0.0747 0.0828 -0.1013
-0.1992 -0.2021 0.1011
0.0563 0.0922 -0.1202
0.1091 0.2683 0.3670
-0.0351 0.0171 -0.0042
0.0337 0.0257 -0.0037
0.0261 0.0409 0.0694
-0.0503 -0.0206 0.0380
-0.0323 -0.0406 -0.0305
0.0076 0.0006 0.0273
-0.0639 -0.0170 0.0574
-0.0761 0.0296 0.0402
-0.0339 -0.0392 0.0378
-0.1117 0.0106 0.1550
0.0116 -0.0699 0.1872
0.1799 -0.0476 -0.0533
-0.2028 -0.1399 0.0390
-0.3541 -0.1384 0.0913
-0.0100 0.0292 0.1573
-0.0105 0.0948 -0.0357
0.0261 0.0904 -0.1459
0.1081 -0.0420 -0.0452
0.0062 0.1035 -0.0379
0.1141 -0.0341 -0.0682
-0.0566 -0.0665 -0.0846
-0.0184 0.0001 -0.0188
0.0392 -0.0463 -0.0208
-0.0636 0.1191 -0.0280
0.0349 0.0920 0.0273
0.0368 -0.0105 0.0151
-0.0166 -0.0340 0.0183
-0.0048 0.0359 -0.0006
0.0222 0.0062 -0.0837
0.0210 -0.0540 -0.0203
0.0473 -0.0424 0.0024
-0.0688 -0.0580 0.0348
-0.0017 0.0239 0.0113
-0.0491 0.0117 -0.0948
0.0868 -0.0622 0.1460
-0.0482 0.2857 -0.2302
-0.3038 -0.3145 0.1749
0.4831 0.1277 0.1355
-0.0648 0.0618 -0.1013
-0.1901 0.0104 -0.0482
-0.3153 0.0810 -0.1846
0.0381 -0.1649 0.0465
-0.0179 0.0059 -0.0119
0.0241 0.0437 0.0027
-0.0505 0.0591 -0.0300
0.1663 -0.0683 0.0998
-0.0150 0.0460 -0.0050
-0.0171 -0.0095 -0.0091
-0.0127 -0.0279 -0.0028
0.0269 -0.0255 0.0285

As for the charge: +1. The HOMO energy (alpha / beta) is -11.598 / -11.788 eV. The multiplicity is 4. The calculation puts the max |F| at 0.96 eV Å⁻¹.

***

# 2
Formula: C19H29FN2O6S2
Source: the Open Molecules 2025 dataset
Level of theory: the ωB97M-V functional and the def2-TZVPD basis

Cartesian coordinates (Å):
C -2.022 3.585 0.638
C -3.455 3.732 -0.072
C -4.556 4.554 0.725
C -6.026 4.757 0.196
C -6.377 4.132 -1.191
C -5.280 3.314 -1.980
C -3.822 3.080 -1.477
C -2.698 2.207 -2.249
C -3.304 1.020 -3.153
C -2.442 0.935 -4.526
N -1.896 0.898 -5.613
C -3.336 -0.419 -2.445
C -4.082 -0.458 -1.021
F -4.120 -1.287 -3.332
C -1.866 -1.099 -2.322
N -0.829 -1.733 -2.316
H -2.091 3.169 1.722
H -1.533 4.635 0.750
H -1.264 2.958 0.036
H -4.326 5.031 1.752
H -6.846 5.321 0.756
H -7.434 4.216 -1.645
H -5.628 2.879 -2.996
H -1.919 1.743 -1.547
H -2.123 2.972 -2.909
H -4.388 1.246 -3.499
H -4.280 0.570 -0.554
H -5.126 -0.943 -1.176
H -3.495 -1.066 -0.223
O 1.062 -0.684 4.437
S 1.251 0.525 3.677
O 0.154 1.400 3.352
O 2.057 0.173 2.319
C 1.545 -0.852 1.468
C 0.380 -0.351 0.636
C 2.527 1.485 4.446
H 1.265 -1.736 2.048
H 2.359 -1.148 0.802
H -0.489 -0.138 1.265
H 0.085 -1.097 -0.105
H 0.642 0.578 0.122
H 3.384 0.841 4.640
H 2.133 1.879 5.383
H 2.799 2.305 3.782
O 5.347 -5.100 1.981
S 5.536 -3.893 1.219
O 4.440 -3.018 0.894
O 6.340 -4.249 -0.140
C 5.826 -5.273 -0.988
C 4.660 -4.774 -1.821
C 6.814 -2.934 1.984
H 5.546 -6.156 -0.405
H 6.640 -5.572 -1.654
H 3.792 -4.559 -1.193
H 4.365 -5.522 -2.560
H 4.922 -3.847 -2.338
H 7.670 -3.578 2.179
H 6.421 -2.538 2.921
H 7.086 -2.114 1.319

Cartesian forces, eV/Å:
0.0878 0.6027 -0.0118
-3.0243 0.4579 -0.5174
-1.3454 -1.1626 -2.8010
2.8417 -2.4353 -2.8446
3.5977 -0.6265 1.5007
0.3997 1.1289 2.2818
-2.2682 1.7017 2.7858
-0.3965 0.8699 -0.1141
0.6755 0.0705 -1.5867
1.1663 -0.2414 -3.6048
-3.0197 0.2464 6.3281
0.0862 -0.9433 0.0961
-0.3813 -0.2273 0.5610
1.6821 1.4513 1.3942
2.8861 -2.3788 -0.6565
-5.8763 3.7309 0.0802
-0.0704 0.5286 -2.0121
-0.9419 -1.7185 -0.2938
-1.4147 0.9017 0.9938
-0.1297 -1.0233 -1.9530
1.5730 -0.8806 -0.7288
2.0123 -0.1200 0.8476
0.7548 0.8040 1.9097
-1.3107 0.8067 -0.8013
-0.9677 -1.5583 0.9213
1.9059 -0.4626 0.6737
0.4983 -1.2770 -0.9816
1.9565 0.7523 0.1364
-0.9705 0.9384 -1.6406
-0.2863 0.5794 -0.4615
0.6370 -0.0668 -0.4414
0.2275 -0.5617 0.2717
-0.0081 0.5466 1.1152
-0.5106 -0.6454 -0.8138
-0.3405 0.0844 0.1230
0.1060 0.0154 -0.1017
0.0758 0.1653 0.1092
0.1232 0.1740 0.3302
0.0491 -0.0217 -0.0217
0.1683 0.0655 0.0926
0.0720 -0.1182 -0.0269
-0.1171 0.0187 -0.0545
-0.0982 -0.1033 -0.1116
-0.0658 -0.1007 0.0301
-0.2642 0.5526 -0.5122
0.5601 0.0210 -0.2675
0.2444 -0.5841 0.2581
0.0070 0.4668 0.9862
-0.5338 -0.6192 -0.7251
-0.2777 0.1619 0.1198
0.1203 0.0063 -0.1213
0.0534 0.1655 0.1225
0.1283 0.2107 0.2886
0.0707 -0.0456 -0.0658
0.0979 0.0210 0.0529
0.0435 -0.1376 -0.0023
-0.1138 0.0215 -0.0514
-0.1077 -0.1096 -0.1132
-0.0672 -0.0991 0.0297

As for the charge: 0. The HOMO energy is -8.889 eV. As for the SMILES: Cc1ccccc1C[C@@H](C#N)[C@@](C)(F)C#N.CCOS(C)(=O)=O.CCOS(C)(=O)=O. The calculation puts the max |F| at 7.02 eV Å⁻¹.

***

# 3
Formula: C19H29N3O5S
Source: the Open Molecules 2025 dataset
Level of theory: the ωB97M-V functional and the def2-TZVPD basis

Cartesian coordinates (Å):
C -1.076 -5.168 4.318
H -0.919 -5.743 3.409
H -2.026 -5.467 4.754
H -0.283 -5.412 5.022
C -1.076 -3.671 4.022
C -1.323 -2.868 5.296
H -2.274 -3.148 5.743
H -0.531 -3.055 6.017
H -1.345 -1.802 5.084
C 0.262 -3.274 3.386
N 0.295 -1.888 2.984
C 1.102 -0.977 3.558
O 1.903 -1.221 4.431
C 0.923 0.441 2.997
H 0.271 1.011 3.663
H 1.909 0.914 2.952
O 0.306 0.452 1.719
C 1.123 0.253 0.661
O 2.317 0.106 0.775
C 0.397 0.331 -0.619
C -0.546 1.351 -0.734
C -1.099 1.670 -1.952
C -0.697 0.993 -3.095
C 0.195 -0.047 -3.000
C 0.736 -0.450 -1.757
N 1.492 -1.566 -1.682
C 1.794 -2.295 -0.467
C 2.057 -3.722 -0.937
H 1.118 -4.265 -1.052
C 2.701 -3.488 -2.298
H 3.738 -3.178 -2.170
C 1.870 -2.336 -2.855
H 0.977 -2.722 -3.364
H 2.436 -1.719 -3.557
H 2.673 -4.365 -2.942
H 2.698 -4.268 -0.249
H 2.681 -1.879 0.025
H 0.957 -2.226 0.235
H 0.477 -0.569 -3.899
H -1.123 1.278 -4.043
S -2.215 3.058 -2.080
O -2.884 3.237 -0.826
O -2.999 2.913 -3.271
N -1.222 4.390 -2.304
C -0.531 4.409 -3.568
H 0.352 3.755 -3.569
H -1.235 4.075 -4.325
H -0.217 5.429 -3.792
C -0.426 4.740 -1.157
H 0.461 4.101 -1.054
H -1.059 4.631 -0.280
H -0.106 5.779 -1.243
H -0.838 1.913 0.139
H -0.410 -1.567 2.336
H 1.073 -3.405 4.107
H 0.460 -3.906 2.512
H -1.878 -3.453 3.305

Cartesian forces, eV/Å:
-0.0818 0.2626 -0.1784
0.0228 -0.1295 -0.0720
-0.0731 -0.0872 0.0573
0.1063 -0.0680 0.1120
0.2350 -0.0310 0.1442
-0.0516 -0.0481 -0.2702
-0.0954 0.0065 0.0801
0.1015 -0.0159 0.1230
-0.0142 0.1217 0.0578
-0.1624 -0.1838 0.0670
-0.3608 -0.1853 -0.2733
-0.1239 0.4180 -0.4764
0.2173 0.0971 0.3330
0.5294 0.0953 0.4181
0.0558 -0.0796 -0.0850
-0.1937 -0.1315 0.0811
-0.3570 0.0311 -0.0476
0.5144 0.0627 0.0158
-0.3011 0.1059 0.0757
-0.2103 0.0685 -0.1620
0.0494 -0.1614 0.0740
-0.5282 0.6869 -0.0792
0.0080 -0.0651 0.0026
0.0725 0.0096 -0.0632
-0.1695 0.2114 0.1399
0.1685 -0.0102 -0.0967
0.2921 -0.2305 0.5010
-0.0387 0.1265 -0.0255
-0.0251 -0.0458 0.0045
-0.1417 0.0378 0.0106
0.0512 0.0038 -0.0269
0.0746 -0.0863 -0.3630
0.0406 0.0540 -0.0549
-0.0797 -0.0344 -0.0453
0.0438 0.0109 -0.0513
-0.0233 -0.0259 0.0587
-0.2049 -0.1481 -0.0129
0.0420 -0.0098 0.0292
0.0026 -0.0962 -0.0694
-0.0121 -0.0493 -0.1714
0.1099 0.1217 -0.0329
0.3270 -0.0463 0.1732
0.3171 -0.1085 -0.1606
-0.8414 -0.6378 0.1304
0.0717 -0.0778 -0.4121
0.0240 0.0315 -0.0099
0.1557 0.0926 -0.1928
-0.0038 -0.0185 0.0152
0.0991 0.0369 0.4061
0.0275 0.0325 -0.0033
0.1690 0.1370 0.1474
-0.0041 -0.0238 -0.0099
0.0068 0.0161 0.1465
0.1460 0.0649 0.0398
-0.0412 -0.0872 -0.0760
0.0350 -0.0138 0.0892
0.0226 -0.0070 -0.0113

As for the charge: 0. The HOMO energy is -8.316 eV. As for the SMILES: CC(C)CNC(=O)COC(=O)c1cc(S(=O)(=O)N(C)C)ccc1N1CCCC1. The calculation puts the max |F| at 1.06 eV Å⁻¹.

***

# 4
Formula: C19H29N3S
Source: the Open Molecules 2025 dataset
Level of theory: the ωB97M-V functional and the def2-TZVPD basis

Cartesian coordinates (Å):
C 1.143 3.583 -2.917
C 1.142 2.596 -1.757
H 0.928 3.126 -0.826
H 0.355 1.853 -1.913
C 2.488 1.871 -1.631
N 2.480 0.989 -0.479
C 2.971 1.580 0.760
C 2.441 0.749 1.951
H 3.266 0.443 2.592
C 1.699 -0.500 1.476
N 0.431 -0.099 0.905
C -0.686 -0.861 0.933
N -1.701 -0.352 0.179
C -3.021 -0.753 -0.032
C -3.835 0.139 -0.733
C -5.156 -0.157 -1.015
C -5.675 -1.374 -0.586
C -4.874 -2.265 0.103
C -3.552 -1.969 0.383
H -2.942 -2.673 0.920
H -5.280 -3.210 0.430
H -6.705 -1.619 -0.798
C -6.024 0.814 -1.758
H -6.812 1.189 -1.105
H -5.446 1.660 -2.121
H -6.501 0.326 -2.606
H -3.421 1.085 -1.062
H -1.489 0.538 -0.259
S -0.764 -2.231 1.856
H 0.556 0.595 0.175
C 2.541 -1.268 0.451
H 3.377 -1.739 0.966
H 1.925 -2.065 0.033
C 3.051 -0.337 -0.671
H 2.680 -0.710 -1.633
C 4.587 -0.293 -0.733
C 5.167 0.343 0.527
H 5.005 -0.314 1.382
C 4.506 1.695 0.779
H 4.825 2.106 1.738
H 4.819 2.396 0.001
H 6.246 0.473 0.415
H 4.977 -1.303 -0.865
H 4.884 0.298 -1.604
H 1.472 -1.154 2.324
H 1.760 1.349 2.556
H 2.557 2.592 0.820
H 3.290 2.620 -1.581
H 2.650 1.280 -2.535
H 0.180 4.082 -2.997
H 1.343 3.069 -3.854
H 1.910 4.341 -2.772

Cartesian forces, eV/Å:
-0.1046 -0.1018 0.1962
0.3525 0.0822 -0.2221
-0.0367 -0.0485 0.0835
-0.0210 -0.0673 0.0763
-0.3562 0.1626 0.0672
0.0030 0.0690 -0.1880
0.1962 0.3620 0.2520
-0.1276 -0.0361 -0.0795
0.0547 -0.0203 0.0727
0.2841 -0.1646 0.2767
-0.4756 0.2078 -0.2462
0.1201 0.1075 0.1890
0.5224 0.5839 -0.2342
-0.3929 -0.3001 0.0003
0.0169 -0.0627 0.0533
0.0594 -0.0598 0.0179
-0.0261 -0.0213 0.0072
-0.1282 0.1535 -0.1144
0.1215 -0.1319 0.0766
-0.0120 0.0401 -0.0322
-0.0260 -0.0894 0.0327
-0.1231 -0.0298 -0.0286
-0.0098 -0.0078 0.0350
-0.0626 0.0709 -0.0174
-0.0093 0.0740 -0.0482
-0.0455 0.0326 -0.0722
0.0332 0.1040 -0.0378
-0.0345 -0.1740 0.1106
-0.0299 -0.5762 0.3206
-0.0611 -0.0919 0.0031
-0.1863 0.0586 0.0318
0.0637 -0.0860 0.0448
0.0317 -0.0468 0.0535
0.2408 -0.3398 -0.2531
0.0211 0.0625 0.1160
-0.1662 -0.0114 0.0781
0.0029 0.1301 -0.1716
0.0600 -0.0514 0.0633
-0.1457 -0.0555 -0.0278
0.0099 0.0825 0.0136
0.0485 0.0586 0.0119
-0.0161 -0.0620 0.0873
0.0223 -0.0349 -0.0770
0.0521 -0.0120 -0.0716
0.0749 0.1817 -0.1798
0.0363 -0.0200 0.0556
0.0126 -0.0889 -0.0028
0.0402 -0.0442 -0.0677
0.0721 0.0148 0.0101
-0.0463 0.0895 -0.0863
0.0203 -0.0008 -0.1391
0.0699 0.1092 -0.0392

As for the charge: 0. The HOMO energy is -7.848 eV. As for the SMILES: CCCN1[C@@H]2CCC[C@H]1C[C@H](NC(=S)Nc1cccc(C)c1)C2. The calculation puts the max |F| at 0.82 eV Å⁻¹.